Density functional theory data (ωB97M-V/def2-TZVPD) for a structure of composition C27H35AsCrN9O4.

Summary:
Orbital gap (spin up / spin down), eV: 7.27 / 7.22
Charge: +2
E_LUMO (spin up / spin down), eV: -6.6 / -6.7
Highest occupied orbital energy (spin up / spin down), eV: -13.848 / -13.881
Spin multiplicity: 4

Each line ends with the Mulliken charge.
Cartesian coordinates (Å):
Cr (0.992820, -1.017071, 0.162995)  -0.01
N (-0.011519, -1.281344, 3.299869)  -0.43
N (1.248369, -1.338307, 3.907042)  -0.36
C (2.337463, -0.952301, 3.244850)  0.67
N (3.510364, -0.950672, 3.855424)  -0.34
N (2.114710, -0.587234, 1.950093)  -0.11
N (3.107457, -0.077062, 1.216679)  0.97
O (4.205037, 0.247883, 1.560766)  -0.68
O (2.692780, 0.078755, 0.014362)  -0.59
H (-0.540482, -0.504352, 3.690307)  0.25
H (-0.498842, -2.157647, 3.450932)  0.35
H (1.330622, -1.578497, 4.889061)  0.17
H (3.584751, -1.242935, 4.817853)  0.21
H (4.341124, -0.626479, 3.381725)  0.18
C (1.370895, -0.055058, -2.635863)  -0.53
N (1.185437, -0.185688, -4.053233)  0.17
C (-0.245848, -0.209966, -4.353265)  -0.56
N (-0.901305, -1.343474, -3.698303)  0.18
C (-0.742825, -1.229929, -2.274398)  -0.48
N (0.719422, -1.203175, -1.872997)  2.20
C (1.339117, -2.479266, -2.428057)  -0.99
N (1.161487, -2.581849, -3.847906)  0.12
C (1.789247, -1.436439, -4.506447)  -0.69
C (-0.269393, -2.580640, -4.156419)  -0.69
H (0.918294, 0.871370, -2.277690)  -0.22
H (2.434767, -0.069856, -2.391247)  0.40
H (-0.384807, -0.295377, -5.430886)  0.38
H (-0.700315, 0.720686, -4.009773)  0.13
H (-1.204272, -2.077095, -1.763394)  0.20
H (-1.195104, -0.300601, -1.921737)  -0.18
H (0.842036, -3.320926, -1.941892)  0.33
H (2.397087, -2.471053, -2.161716)  0.18
H (1.657005, -1.529738, -5.583925)  0.35
H (2.856785, -1.427159, -4.281805)  0.35
H (-0.747905, -3.432963, -3.670557)  0.36
H (-0.399978, -2.671480, -5.234924)  0.34
C (0.519416, -4.780781, 0.859326)  -1.50
C (0.730134, -3.340133, 0.577369)  1.00
O (1.880730, -2.840612, 0.410570)  -0.44
O (-0.248232, -2.518507, 0.486716)  -0.19
H (1.281399, -5.372210, 0.356826)  0.39
H (-0.480281, -5.089003, 0.563545)  0.35
H (0.628994, -4.946901, 1.933032)  0.41
C (0.836382, 3.077708, 4.587772)  -0.78
C (-0.459413, 2.604451, 4.460840)  -0.69
C (-0.877796, 2.010096, 3.273829)  -0.83
C (0.010916, 1.877673, 2.211402)  1.10
C (1.313057, 2.356965, 2.343452)  -0.25
C (1.721818, 2.960226, 3.523194)  -1.05
As (-0.550810, 0.982014, 0.586096)  1.83
C (-0.546757, 2.316203, -0.802585)  0.51
C (-1.598681, 2.348606, -1.715776)  -0.54
C (-1.561853, 3.241723, -2.778812)  -0.77
C (-0.479544, 4.095079, -2.934614)  -0.61
C (0.564077, 4.066719, -2.020193)  -0.95
C (0.534452, 3.179981, -0.953629)  -0.09
C (-2.410186, 0.602620, 0.857165)  0.50
C (-2.878571, -0.696922, 1.010161)  -0.47
C (-4.234540, -0.913024, 1.229760)  -0.89
C (-5.111555, 0.157852, 1.296264)  -0.70
C (-4.641218, 1.455858, 1.143274)  -0.86
C (-3.292480, 1.683122, 0.922540)  -0.61
H (1.151398, 3.554373, 5.504775)  0.44
H (-1.158477, 2.711481, 5.278788)  0.48
H (-1.898728, 1.659941, 3.190543)  0.42
H (2.017497, 2.296201, 1.522226)  0.40
H (2.725970, 3.353096, 3.605886)  0.48
H (-2.462471, 1.702474, -1.600242)  0.25
H (-2.384876, 3.274408, -3.478831)  0.49
H (-0.454239, 4.789881, -3.761041)  0.44
H (1.402423, 4.739063, -2.133327)  0.47
H (1.358959, 3.183762, -0.251073)  0.25
H (-2.207850, -1.542170, 0.956431)  0.46
H (-4.605685, -1.921963, 1.343007)  0.50
H (-6.165077, -0.015350, 1.461262)  0.42
H (-5.325014, 2.291612, 1.192012)  0.45
H (-2.937751, 2.701348, 0.796538)  0.56

Cartesian forces (eV/Å) of the 2 atoms listed first:
0.0746 -0.4389 0.0333
0.0475 0.0485 0.1092


Density functional theory data (ωB97M-V/def2-TZVPD) for the molecule S2.

Summary:
Orbital gap, eV: 5.58
Charge: 0
E_LUMO, eV: -3.9
Highest occupied orbital energy, eV: -9.480
Relative energy (zero: lowest compared OMol25 entry of this formula, charge and spin), kJ/mol: 221.1

Each line ends with the Mulliken charge.
Cartesian coordinates (Å):
S (-1.137473, 0.209163, -0.335322)  0.00
S (1.137473, -0.209163, 0.335322)  0.00

Atomic forces in eV per Å
5.6040 -1.0305 1.6520
-5.6040 1.0305 -1.6520


Density functional theory data (ωB97M-V/def2-TZVPD) for a cluster of 2 separate species, C37H32F3N2 in total.

Summary:
Orbital gap, eV: 5.19
Charge: +1
E_LUMO, eV: -5.7
Highest occupied orbital energy, eV: -10.914
Relative energy (zero: lowest compared OMol25 entry of this formula, charge and spin), kJ/mol: 0.0

Each line ends with the Mulliken charge.
Cartesian coordinates (Å):
F (-3.248260, 1.521626, 5.098725)  -0.37
C (-2.891873, 0.326374, 4.537300)  0.19
C (-3.848886, -0.390755, 3.828977)  -0.63
C (-3.527875, -1.695897, 3.434881)  -0.41
C (-2.307408, -2.265890, 3.790864)  -0.41
C (-1.302091, -1.490985, 4.428477)  0.55
C (0.008985, -2.039924, 4.701294)  -0.51
C (1.164979, -1.340810, 4.428194)  -0.15
C (2.449016, -1.866951, 4.543902)  -0.01
C (3.602260, -1.114416, 4.184889)  0.77
C (3.511329, 0.290022, 3.949616)  -0.54
C (4.509016, 0.896347, 3.207060)  0.26
F (4.331670, 2.202004, 2.814657)  -0.28
C (5.669073, 0.225812, 2.820644)  -0.44
C (5.862918, -1.087802, 3.276294)  -0.46
C (4.854656, -1.748668, 3.963125)  -0.69
C (-1.612148, -0.146189, 4.760841)  -0.45
H (-4.814277, 0.057524, 3.615996)  0.46
H (-4.229777, -2.264495, 2.825661)  0.39
H (-2.067509, -3.307804, 3.546261)  0.36
H (0.063515, -3.085643, 5.020114)  -0.08
H (1.044437, -0.321788, 4.047569)  0.55
H (2.563284, -2.916500, 4.827477)  0.31
H (2.628454, 0.857499, 4.252794)  0.54
H (6.407519, 0.736558, 2.211854)  0.46
H (6.803661, -1.595454, 3.070599)  0.39
H (4.970389, -2.784964, 4.280423)  0.42
H (-0.882357, 0.488555, 5.249131)  0.61
F (-2.522141, -5.657948, 5.623187)  -0.53
C (-2.444493, -5.285603, 7.007145)  2.77
C (-3.526670, -6.082067, 7.761085)  -0.92
C (-4.141663, -7.193925, 7.181287)  -0.42
C (-5.226575, -7.794953, 7.821005)  -0.81
C (-5.647567, -7.334282, 9.071891)  -0.58
C (-4.990029, -6.261869, 9.682516)  -1.12
C (-3.913588, -5.644479, 9.030844)  0.25
C (-1.029009, -5.626846, 7.465438)  -0.60
C (-0.764375, -6.284863, 8.669213)  -0.17
C (0.559319, -6.535935, 9.044534)  -0.72
C (1.609735, -6.165873, 8.207299)  -0.55
C (1.332113, -5.568351, 6.971436)  -1.01
C (0.015200, -5.331297, 6.589637)  -0.31
C (-2.795937, -3.772400, 6.973777)  1.65
C (-4.238421, -3.599839, 6.445764)  -0.78
C (-4.774705, -2.355552, 7.111156)  -0.46
C (-3.991683, -2.207655, 8.404881)  -0.83
N (-2.726130, -2.985837, 8.244935)  0.56
C (-1.513395, -2.285680, 8.430161)  0.40
C (-1.332520, -0.986262, 7.912834)  -0.38
C (-0.071431, -0.720813, 7.378096)  -0.94
N (0.888086, -1.658096, 7.323291)  -0.28
C (0.829058, -2.642309, 8.215363)  -0.91
C (-0.366123, -2.986656, 8.844144)  -0.26
H (-3.780198, -7.575331, 6.225660)  0.41
H (-5.739334, -8.622813, 7.332722)  0.42
H (-6.493986, -7.808573, 9.573602)  0.40
H (-5.298482, -5.886491, 10.659906)  0.43
H (-3.360765, -4.822084, 9.494385)  0.69
H (-1.585936, -6.595063, 9.314711)  0.44
H (0.758984, -7.022292, 10.000256)  0.43
H (2.645531, -6.342828, 8.509633)  0.42
H (2.141456, -5.284969, 6.295901)  0.33
H (-0.222391, -4.953342, 5.596792)  1.01
H (-2.073360, -3.293999, 6.274223)  -2.01
H (-4.210967, -3.547841, 5.352049)  0.29
H (-4.841591, -4.469034, 6.727855)  0.41
H (-4.611227, -1.494503, 6.458581)  -0.01
H (-5.846575, -2.414956, 7.310629)  0.46
H (-3.804334, -1.162436, 8.678974)  0.48
H (-4.552492, -2.676321, 9.231052)  0.37
H (-2.146468, -0.285596, 7.785537)  0.28
H (0.150070, 0.238657, 6.904025)  0.69
H (1.737541, -3.217372, 8.399932)  0.52
H (-0.463971, -3.831518, 9.518715)  0.64

Cartesian forces (eV/Å) of the 2 atoms listed first:
0.3877 -0.7717 -0.6990
-0.1578 0.4188 0.4861


Density functional theory data (ωB97M-V/def2-TZVPD) for the molecule CH4N2O2S.

Summary:
Orbital gap (spin up / spin down), eV: 8.47 / 8.47
Charge: 0
E_LUMO (spin up / spin down), eV: -1.1 / -1.1
Highest occupied orbital energy (spin up / spin down), eV: -9.539 / -9.539
Relative energy (zero: lowest compared OMol25 entry of this formula, charge and spin), kJ/mol: 431.3

Each line ends with the Mulliken charge.
Cartesian coordinates (Å):
C (1.243052, -0.248364, 0.333220)  -0.64
N (-3.159178, 0.274077, -0.762194)  -0.47
N (0.560883, -1.558252, 0.248780)  0.10
O (-0.584927, -1.523486, -0.216055)  -0.26
O (-1.584350, 0.511460, 1.154244)  -0.47
S (-2.285982, -0.366100, 0.299779)  0.57
H (1.151383, -0.017850, 1.460333)  0.24
H (2.290537, -0.151856, 0.101174)  0.30
H (0.498628, 0.378801, -0.098547)  0.34
H (-3.694783, -0.258821, -1.424382)  0.29

Cartesian forces (eV/Å) of the 2 atoms listed first:
-2.3196 -0.0198 2.4077
1.2634 1.1721 0.7986


Density functional theory data (ωB97M-V/def2-TZVPD) for a cluster of 8 separate species, C31H37Cl6N5 in total.

Summary:
Orbital gap (spin up / spin down), eV: 1.75 / 6.50
Charge: -1
E_LUMO (spin up / spin down), eV: 1.9 / 1.9
Highest occupied orbital energy (spin up / spin down), eV: 0.188 / -4.562
Spin multiplicity: 2

Each line ends with the Mulliken charge.
Cartesian coordinates (Å):
Cl (1.289156, -0.298209, -4.003754)  0.03
C (1.926456, -0.410769, -5.669594)  -0.72
C (1.395586, 0.745671, -6.511584)  -0.40
Cl (-0.374164, 0.672861, -6.903674)  -0.20
H (1.620776, -1.388999, -6.040694)  0.32
H (3.014046, -0.473359, -5.706084)  0.36
H (1.750656, 0.812621, -7.539954)  0.36
H (1.642626, 1.775851, -6.255064)  0.26
Cl (4.614376, -0.783389, -1.781684)  -0.15
C (5.031506, -2.407349, -1.298994)  0.00
C (6.453776, -2.483259, -0.687824)  -0.49
Cl (7.670626, -2.032859, -1.947484)  -0.22
H (4.944076, -3.100509, -2.135654)  0.30
H (4.241796, -2.633789, -0.582634)  -0.08
H (6.855866, -3.483079, -0.524124)  0.28
H (6.585336, -1.872529, 0.205376)  0.37
Cl (3.998706, -5.249459, 1.741896)  -0.25
C (2.385356, -4.722309, 2.253536)  0.06
C (1.297126, -5.792099, 2.507176)  -0.41
Cl (-0.022394, -4.927379, 3.470476)  -0.16
H (2.036256, -3.855579, 1.692286)  -0.01
H (2.666576, -4.330769, 3.231146)  0.20
H (1.697356, -6.543529, 3.187816)  0.31
H (0.851706, -6.229859, 1.613816)  0.31
N (1.179056, -1.814089, 1.001296)  -0.33
C (1.103456, -1.118639, -0.165394)  -0.41
C (0.088486, -0.178239, -0.403394)  0.50
C (-0.847984, -0.009769, 0.585626)  0.19
C (-0.859294, -0.798279, 1.758826)  -0.97
C (0.218996, -1.694149, 1.937236)  -0.18
H (1.894736, -1.294609, -0.879054)  0.15
H (0.015936, 0.126911, -1.436844)  -0.19
H (-1.662884, 0.682241, 0.432446)  0.61
H (-1.594474, -0.810129, 2.549896)  0.38
H (0.256206, -2.336719, 2.804486)  0.13
N (1.607496, -1.271539, 5.788206)  -0.82
C (0.591116, -2.145209, 5.652676)  -0.33
C (-0.757204, -1.746879, 5.569306)  -0.46
C (-0.996464, -0.365009, 5.647386)  -0.53
C (0.047886, 0.553251, 5.774076)  -0.41
C (1.295276, 0.063171, 5.907676)  -0.40
H (0.853726, -3.186589, 5.538776)  0.54
H (-1.589254, -2.403369, 5.361696)  0.37
H (-1.960934, 0.077621, 5.446676)  0.52
H (-0.171204, 1.609541, 5.722586)  0.32
H (2.194286, 0.656111, 5.988916)  0.37
N (1.049246, 3.625431, -4.302224)  -0.53
C (-0.137734, 4.216331, -4.141074)  -0.18
C (-0.744794, 4.295341, -2.856724)  -0.49
C (-0.132024, 3.594741, -1.814764)  -0.28
C (1.103076, 2.888651, -2.003984)  -0.30
C (1.704686, 3.085241, -3.232684)  -0.43
H (-0.535334, 4.549241, -5.088434)  0.41
H (-1.695024, 4.771461, -2.664974)  0.39
H (-0.551514, 3.510921, -0.823104)  0.47
H (1.612396, 2.269561, -1.280314)  0.47
H (2.671056, 2.629971, -3.391614)  0.47
N (-3.425194, 2.161061, 1.695746)  -0.08
C (-2.986104, 2.392101, 2.960246)  -0.28
C (-3.521034, 3.454911, 3.679146)  -0.46
C (-4.527644, 4.222111, 3.094666)  -0.14
C (-4.957734, 4.021291, 1.773366)  -0.91
C (-4.359674, 2.932741, 1.145376)  -0.02
H (-2.295434, 1.694311, 3.410206)  0.43
H (-3.362434, 3.781781, 4.696206)  0.36
H (-4.739694, 5.082151, 3.712536)  0.33
H (-5.710624, 4.697641, 1.396396)  0.38
H (-4.811284, 2.480891, 0.274586)  0.32
N (-4.261024, -1.111559, -2.438524)  -0.63
C (-4.175654, -0.047659, -1.586154)  -0.27
C (-3.184974, 0.965501, -1.770634)  -0.16
C (-2.267324, 0.757141, -2.832884)  0.46
C (-2.336204, -0.281709, -3.678024)  -0.17
C (-3.373784, -1.176819, -3.459174)  -0.43
H (-4.810524, -0.026979, -0.712694)  0.40
H (-3.147614, 1.865501, -1.174814)  0.12
H (-1.517854, 1.523621, -2.964084)  0.17
H (-1.619464, -0.319549, -4.485024)  0.12
H (-3.432934, -2.088959, -4.034414)  0.37

Cartesian forces (eV/Å) of the 2 atoms listed first:
0.3606 -0.0624 -0.0711
-0.4663 0.1899 -0.5405